A structure of composition C52H32I4N4NiTe. Source: the OMol25 dataset; level of theory: ωB97M-V/def2-TZVPD.

For the maximum force, the calculation gives 0.779 eV/Å. The net charge is 0. As for the frontier orbital gap (spin up / spin down): 5.237 / 5.225 eV. Its HOMO energy (spin up / spin down) is -6.750 / -6.741 eV.

Each line ends with the Löwdin charge.
Atoms and positions in Å:
Ni (0.1035, 0.6044, 0.2483)  0.39
I (5.9010, 1.1784, 7.9178)  0.86
C (4.7712, 1.0093, 6.1729)  -0.74
C (3.6528, 1.8111, 5.9996)  -0.14
C (2.9046, 1.6911, 4.8353)  -0.02
C (3.2487, 0.7668, 3.8502)  -0.18
C (4.3836, -0.0177, 4.0437)  -0.03
C (5.1500, 0.1009, 5.1975)  -0.14
C (2.4053, 0.6495, 2.6235)  -0.04
C (1.8616, -0.5702, 2.2673)  -0.20
C (2.1480, -1.8615, 2.8429)  0.01
C (1.6306, -2.7856, 2.0029)  -0.01
C (0.9416, -2.0640, 0.9474)  -0.24
C (0.1040, -2.6472, -0.0496)  -0.07
C (0.5182, -3.9493, -0.6480)  -0.14
C (1.8136, -4.4308, -0.4224)  -0.04
C (2.2483, -5.6492, -0.9235)  -0.14
C (1.4037, -6.4032, -1.7187)  -0.75
I (2.0338, -8.2450, -2.4562)  0.87
C (0.1577, -5.9078, -2.0621)  -0.15
C (-0.2655, -4.6925, -1.5434)  -0.02
C (-1.1048, -1.9987, -0.3172)  -0.23
N (-1.2829, -0.6663, -0.0552)  0.04
C (-2.6044, -0.3884, -0.1905)  -0.23
C (-3.1509, 0.8981, -0.1991)  -0.03
C (-4.5223, 1.1599, 0.3155)  -0.13
C (-5.2269, 0.1821, 1.0335)  -0.03
C (-6.4864, 0.4169, 1.5624)  -0.15
C (-7.0750, 1.6580, 1.4044)  -0.75
I (-8.9774, 2.0171, 2.1688)  0.86
C (-6.3834, 2.6731, 0.7639)  -0.14
C (-5.1188, 2.4259, 0.2465)  -0.02
C (-2.3171, 1.9347, -0.6994)  -0.20
C (-2.7155, 3.0755, -1.4957)  -0.01
C (-1.5939, 3.7918, -1.7461)  0.02
C (-0.5132, 3.1297, -1.0564)  -0.22
N (-0.9844, 1.9642, -0.5098)  0.06
C (0.7156, 3.6834, -0.7416)  -0.07
C (1.5795, 3.1104, 0.2042)  -0.22
C (2.6715, 3.7797, 0.8581)  0.01
C (3.0713, 2.9748, 1.8765)  0.00
C (2.2498, 1.7952, 1.8181)  -0.21
N (1.3680, 1.9071, 0.7950)  0.06
C (1.0236, 5.0724, -1.2007)  -0.20
C (2.0216, 5.3073, -2.1361)  -0.02
C (2.3109, 6.5980, -2.5640)  -0.14
C (1.6006, 7.6635, -2.0347)  -0.74
I (2.0285, 9.6026, -2.6715)  0.86
C (0.6062, 7.4553, -1.0865)  -0.14
C (0.3214, 6.1590, -0.6787)  -0.02
C (-3.3148, -1.6005, -0.5381)  0.00
C (-2.3937, -2.5768, -0.6582)  0.01
N (1.0644, -0.7474, 1.1612)  0.04
H (3.3604, 2.5197, 6.7641)  0.09
H (2.0296, 2.3138, 4.6930)  0.13
H (4.6859, -0.7177, 3.2730)  0.12
H (6.0390, -0.5033, 5.3255)  0.09
H (2.6804, -2.0398, 3.7646)  0.11
H (1.6319, -3.8582, 2.1247)  0.12
H (2.5209, -3.8259, 0.1273)  0.11
H (3.2487, -5.9963, -0.7045)  0.10
H (-0.4846, -6.4569, -2.7388)  0.10
H (-1.2138, -4.3159, -1.8809)  0.08
H (-4.7677, -0.7718, 1.2259)  0.10
H (-6.9911, -0.3587, 2.1234)  0.10
H (-6.8161, 3.6618, 0.6803)  0.09
H (-4.5818, 3.2548, -0.1898)  0.09
H (-3.7047, 3.2533, -1.8901)  0.11
H (-1.5051, 4.6922, -2.3382)  0.12
H (3.0707, 4.7430, 0.5739)  0.11
H (3.8648, 3.1479, 2.5896)  0.11
H (2.5843, 4.4732, -2.5444)  0.12
H (3.0814, 6.7664, -3.3051)  0.09
H (0.0618, 8.2894, -0.6643)  0.09
H (-0.4543, 5.9829, 0.0577)  0.13
H (-4.3701, -1.6795, -0.7504)  0.12
H (-2.6196, -3.6079, -0.8671)  0.10
C (1.6756, 1.3314, -3.7083)  -0.42
Te (1.3228, -0.2008, -2.2599)  1.40
C (-0.4948, -0.5274, -3.3215)  -0.41
C (-0.3329, 0.1583, -4.6564)  -0.28
C (-1.2311, -0.0791, -5.6975)  -0.04
C (-1.0890, 0.5671, -6.9153)  -0.09
C (-0.0440, 1.4662, -7.1035)  -0.09
C (0.8488, 1.7114, -6.0716)  -0.04
C (0.7149, 1.0606, -4.8442)  -0.28
H (2.7129, 1.3004, -4.0350)  0.05
H (1.4853, 2.3023, -3.2512)  0.03
H (-1.3184, -0.1024, -2.7416)  0.05
H (-0.6606, -1.5989, -3.4210)  0.06
H (-2.0461, -0.7830, -5.5489)  0.11
H (-1.7886, 0.3684, -7.7196)  0.10
H (0.0747, 1.9727, -8.0539)  0.10
H (1.6653, 2.4120, -6.2155)  0.11


A structure of composition C52H38ClF15Ge3N3O4S3Ti. Source: the OMol25 dataset; level of theory: ωB97M-V/def2-TZVPD.

For the maximum force, the calculation gives 2.945 eV/Å. Its expectation value of S² is 0.7745. The net charge is 0. As for the frontier orbital gap (spin up / spin down): 5.871 / 5.970 eV. Its HOMO energy (spin up / spin down) is -6.650 / -7.519 eV. Its spin multiplicity is 2.

Each line ends with the Löwdin charge.
Atoms and positions in Å:
Ti (-0.4161, -0.0816, 0.0108)  0.57
O (2.7948, -2.2493, 2.2864)  0.04
C (3.3282, -2.8658, 1.2182)  -0.25
C (4.5688, -3.4737, 1.3939)  0.00
C (5.1230, -4.2325, 0.3846)  -0.07
C (4.4279, -4.4351, -0.8023)  -0.08
C (3.2120, -3.8162, -0.9922)  -0.03
C (2.6608, -2.9794, -0.0157)  -0.06
C (1.4053, -2.2606, -0.3302)  -0.38
O (1.0522, -1.1635, 0.3288)  -0.30
N (0.6633, -2.7671, -1.2527)  0.02
N (-0.5528, -2.1247, -1.4751)  -0.12
C (-1.2692, -2.8569, -2.2658)  -0.87
S (-0.5862, -4.3418, -2.9047)  0.99
C (-2.1179, -4.8619, -3.7482)  -0.50
C (-2.9025, -3.6311, -4.1387)  -0.47
S (-2.9055, -2.4999, -2.7106)  1.02
H (2.0823, -1.6781, 1.9690)  0.03
H (5.0712, -3.3284, 2.3414)  0.12
H (6.0986, -4.6787, 0.5269)  0.11
H (4.8460, -5.0667, -1.5742)  0.10
H (2.6591, -3.9606, -1.9109)  0.11
H (-2.6808, -5.4940, -3.0620)  0.07
H (-1.8323, -5.4414, -4.6250)  0.08
H (-2.4427, -3.1061, -4.9748)  0.08
H (-3.9408, -3.8657, -4.3683)  0.08
O (-1.4402, 1.3415, 0.2869)  -0.31
C (-0.6773, 2.4224, 0.4378)  -0.77
C (0.3931, -1.0321, 5.8234)  -0.25
Ge (-0.2250, -1.5076, 3.9986)  0.79
C (0.4457, -3.3786, 3.8012)  -0.23
C (-2.2015, -1.6366, 4.2809)  -0.24
Ge (0.4467, 0.4940, 2.4812)  0.83
C (-0.5674, 1.9700, 3.3415)  -0.33
C (0.0846, 3.1292, 3.7579)  -0.11
C (-0.6244, 4.1641, 4.3489)  -0.08
C (-2.0013, 4.0645, 4.5023)  -0.10
C (-2.6644, 2.9264, 4.0669)  -0.08
C (-1.9492, 1.8851, 3.4947)  -0.11
C (2.3233, 0.8328, 3.0977)  -0.35
C (3.4056, 0.7581, 2.2228)  -0.15
C (4.7038, 0.9397, 2.6716)  -0.08
C (4.9436, 1.2065, 4.0122)  -0.09
C (3.8764, 1.3050, 4.8923)  -0.08
C (2.5784, 1.1189, 4.4361)  -0.14
H (0.0485, -1.8032, 6.5151)  0.02
H (-0.0228, -0.0726, 6.1327)  0.02
H (1.4800, -0.9820, 5.8673)  0.01
H (-0.2924, -4.0438, 4.2530)  0.02
H (1.3788, -3.4536, 4.3572)  0.02
H (0.6372, -3.7086, 2.7815)  -0.01
H (-2.4259, -2.6201, 4.6978)  0.02
H (-2.8000, -1.4990, 3.3826)  -0.02
H (-2.4968, -0.8805, 5.0089)  0.02
H (1.1560, 3.2091, 3.6168)  0.10
H (-0.1030, 5.0473, 4.6985)  0.11
H (-2.5531, 4.8750, 4.9627)  0.10
H (-3.7385, 2.8483, 4.1857)  0.11
H (-2.4675, 0.9954, 3.1521)  0.09
H (3.2391, 0.5581, 1.1685)  0.08
H (5.5277, 0.8748, 1.9715)  0.11
H (5.9572, 1.3457, 4.3662)  0.10
H (4.0524, 1.5293, 5.9373)  0.10
H (1.7475, 1.2139, 5.1253)  0.08
C (-3.0180, 5.1048, 0.8871)  -0.06
O (-2.4798, 3.8182, 0.6284)  -0.06
C (-1.1302, 3.6806, 0.6107)  -0.34
C (-0.2355, 4.8707, 0.6826)  -0.01
H (-2.7814, 5.4345, 1.9007)  0.08
H (-4.0952, 4.9949, 0.7882)  0.10
H (-2.6669, 5.8462, 0.1663)  0.10
H (-0.4783, 5.4936, 1.5440)  0.09
H (-0.3369, 5.4772, -0.2217)  0.09
H (0.7949, 4.5370, 0.7654)  0.07
F (-2.9142, 0.0663, -1.6842)  -0.02
C (-2.9319, 0.5321, -2.9533)  -0.29
C (-1.7276, 0.7078, -3.6065)  -0.14
C (-1.8044, 1.1624, -4.9101)  -0.22
F (-0.6807, 1.3730, -5.6063)  0.11
C (-3.0146, 1.4097, -5.5370)  -0.13
F (-3.0611, 1.8170, -6.8061)  0.12
C (-4.1950, 1.2410, -4.8329)  -0.13
F (-5.3629, 1.5144, -5.4088)  0.13
C (-4.1606, 0.7944, -3.5233)  -0.15
F (-5.2957, 0.6234, -2.8403)  0.11
Ge (-0.0378, 0.6283, -2.4716)  1.10
S (1.0114, 1.9348, 0.3998)  0.83
C (0.6361, 2.3940, -3.2244)  -0.12
C (1.7727, 2.6722, -3.9618)  -0.20
F (2.5846, 1.6824, -4.3548)  0.11
C (2.1212, 3.9635, -4.3253)  -0.14
F (3.2170, 4.1954, -5.0492)  0.12
C (1.3324, 5.0267, -3.9237)  -0.13
F (1.6776, 6.2722, -4.2382)  0.13
C (0.1839, 4.7917, -3.1871)  -0.14
F (-0.5774, 5.8145, -2.7843)  0.11
C (-0.1412, 3.4881, -2.8734)  -0.23
F (-1.2847, 3.2605, -2.1969)  0.08
C (1.1700, -0.6068, -3.5106)  -0.15
C (0.8688, -1.4374, -4.5679)  -0.22
F (-0.3843, -1.4632, -5.0623)  0.08
C (1.8016, -2.2952, -5.1254)  -0.15
F (1.4708, -3.1025, -6.1365)  0.12
C (3.0900, -2.3158, -4.6251)  -0.13
F (3.9983, -3.1326, -5.1555)  0.13
C (3.4349, -1.4958, -3.5622)  -0.15
F (4.6813, -1.5027, -3.0908)  0.13
C (2.4616, -0.6893, -3.0135)  -0.26
F (2.7783, 0.0797, -1.9513)  0.07
Cl (-5.7477, -1.1807, 0.6511)  0.74
C (-4.1519, -1.7932, 0.8278)  -0.65
C (-3.9131, -3.1548, 0.9247)  -0.06
C (-2.6007, -3.5719, 1.0854)  -0.01
C (-1.5887, -2.6349, 1.0907)  -0.15
N (-1.8152, -1.3204, 0.9499)  -0.04
C (-3.0869, -0.9120, 0.8653)  -0.17
H (-4.7302, -3.8618, 0.8887)  0.12
H (-2.3606, -4.6208, 1.1855)  0.13
H (-0.5624, -2.9429, 1.2239)  0.10
H (-3.2550, 0.1551, 0.8123)  0.12